(1)
The following is a DFT calculation (wB97M-V/def2-TZVPD) of a molecular structure, C7H6HfNO6.

Positions of all 21 atoms, in Å:
O  -2.707  -4.929  -3.525
C  -2.123  -4.129  -2.946
Hf  -0.086  -0.931  -0.667
C  2.197  -1.206  0.173
O  3.189  -1.143  0.770
C  -0.752  0.871  -1.625
O  -1.198  1.814  -2.159
C  -1.682  -1.783  0.560
O  -2.551  -1.883  1.330
C  1.075  -0.991  -2.629
O  1.512  -0.929  -3.701
H  -1.212  -1.584  -1.847
C  -0.074  1.894  2.786
C  0.430  1.454  1.464
N  1.307  2.175  0.765
O  -0.011  0.365  0.961
H  -0.535  2.884  2.692
H  0.743  1.976  3.513
H  -0.807  1.166  3.131
H  1.616  1.860  -0.159
H  1.670  3.049  1.115

Results
- Relative energy (zero: lowest compared OMol25 entry of this formula, charge and spin): 0.0 kJ/mol
- Highest occupied orbital energy: -21.3 eV
- Total charge: +3

(2)
The following is a DFT calculation (wB97M-V/def2-TZVPD) of a molecular structure, C7H6MnN2O5S2.

Positions of all 23 atoms, in Å:
Mn  0.344  -1.390  1.620
O  0.653  0.622  4.426
S  0.557  -0.761  4.127
O  0.915  -1.691  5.128
O  1.496  -0.895  2.916
O  -0.699  -1.285  3.393
O  0.167  -2.745  1.048
N  0.812  1.957  1.662
C  0.358  1.456  0.499
N  0.175  0.126  0.263
C  -0.224  -0.081  -1.116
C  -0.467  -1.248  -1.774
C  -0.874  -1.202  -3.108
C  -0.959  0.013  -3.819
C  -0.775  1.235  -3.190
C  -0.415  1.122  -1.860
S  -0.005  2.453  -0.858
H  1.174  1.500  2.451
H  0.860  2.960  1.710
H  -0.248  -2.215  -1.289
H  -0.976  -2.130  -3.675
H  -1.113  -0.013  -4.896
H  -0.755  2.213  -3.661

Results
- Spin multiplicity: 4
- Highest occupied orbital energy (alpha / beta): -9.6 / -9.6 eV

(3)
The following is a DFT calculation (wB97M-V/def2-TZVPD) of 2 unconnected molecules or ions with the total composition C7H6N2O5S.

Positions of all 21 atoms, in Å:
C  -0.609  -0.254  -1.707
C  -1.267  1.576  -0.191
C  -0.106  -0.964  -0.587
C  -0.574  0.921  0.867
C  -1.204  1.003  -1.522
C  -0.016  -0.311  0.638
C  1.886  -0.188  2.813
N  2.589  0.098  -0.371
N  -1.866  1.777  -2.642
O  -1.970  1.201  -3.696
O  -2.074  2.935  -2.371
O  1.364  -2.544  1.303
O  -0.543  -1.838  2.682
O  3.275  1.036  -0.464
S  0.617  -1.243  2.065
H  -0.600  -0.692  -2.600
H  -1.876  2.367  0.007
H  0.175  -1.957  -0.792
H  -0.547  1.322  1.766
H  2.496  -0.880  3.288
H  0.852  -3.364  1.514

Results
- Relative energy (zero: lowest compared OMol25 entry of this formula, charge and spin): 697.5 kJ/mol
- Highest occupied orbital energy (alpha / beta): -7.5 / -7.5 eV

(4)
The following is a DFT calculation (wB97M-V/def2-TZVPD) of C7H6N2OS2 in the gas phase.

Positions of all 18 atoms, in Å:
C  -3.677  -1.911  -2.615
C  0.060  1.126  1.663
C  1.388  0.913  1.539
C  0.388  0.129  -0.225
C  -2.260  -1.605  -2.619
C  -1.642  -0.916  -1.622
C  2.538  1.360  2.283
N  -4.786  -2.198  -2.687
N  1.542  0.209  0.324
O  -0.591  0.634  0.524
S  0.096  -0.854  -1.641
S  3.028  -0.141  -0.280
H  -0.593  1.817  2.221
H  -1.829  -2.229  -3.351
H  -2.237  -0.730  -0.789
H  3.295  1.191  1.578
H  2.775  0.766  3.186
H  2.506  2.441  2.514

Results
- Relative energy (zero: lowest compared OMol25 entry of this formula, charge and spin): 169.1 kJ/mol
- Highest occupied orbital energy: -8.0 eV

(5)
The following is a DFT calculation (wB97M-V/def2-TZVPD) of C7H6N4O2S in the gas phase.

Positions of all 20 atoms, in Å:
N  -1.351  1.869  -1.171
C  -0.821  0.750  -0.443
N  -1.616  -0.131  0.041
C  -2.984  -0.163  0.088
C  -3.894  0.644  0.713
N  -5.111  0.208  0.681
N  -5.306  -0.883  0.142
S  -3.847  -1.574  -0.490
O  0.484  0.752  -0.408
C  1.153  -0.420  -0.207
C  2.153  -0.578  0.697
C  2.564  -1.925  0.581
C  1.706  -2.519  -0.332
O  0.843  -1.586  -0.824
H  -2.341  2.021  -1.160
H  -0.793  2.615  -0.825
H  -3.487  1.529  1.247
H  2.559  0.222  1.369
H  3.336  -2.524  1.065
H  1.545  -3.507  -0.616

Results
- Relative energy (zero: lowest compared OMol25 entry of this formula, charge and spin): 323.8 kJ/mol
- SMILES: N/C(=N\c1cnns1)Oc1ccco1
- Highest occupied orbital energy: -8.9 eV

(6)
The following is a DFT calculation (wB97M-V/def2-TZVPD) of a gas-phase ion, C7H6NO4P (charge -2).

Positions of all 19 atoms, in Å:
O  -0.451  3.530  -0.943
P  -0.681  2.111  -1.280
O  -1.949  1.684  -2.125
N  0.712  1.113  -1.349
C  1.536  1.349  -2.331
O  1.512  1.902  -3.434
O  -1.135  1.459  0.324
C  -0.523  0.260  0.561
C  0.003  0.038  1.796
C  0.348  -1.152  2.341
C  0.079  -2.373  1.651
C  -0.562  -2.196  0.419
C  -0.851  -0.932  -0.171
H  2.447  0.800  -2.052
H  0.154  0.937  2.384
H  0.812  -1.287  3.400
H  0.396  -3.327  1.952
H  -0.706  -3.194  -0.005
H  -1.140  -0.722  -1.137

Results
- Relative energy (zero: lowest compared OMol25 entry of this formula, charge and spin): 115.1 kJ/mol
- SMILES: O=[P@@]([O-])(/N=C\[O-])Oc1ccccc1
- Highest occupied orbital energy: -0.7 eV
- Total charge: -2

(7)
The following is a DFT calculation (wB97M-V/def2-TZVPD) of 2 unconnected molecules or ions with the total composition C7H6NO4S2.

Positions of all 20 atoms, in Å:
C  -0.450  -1.378  2.448
C  0.639  -1.543  1.669
C  -1.290  -0.238  2.311
C  1.007  -0.632  0.684
C  -0.852  0.751  1.448
C  0.222  0.459  0.531
C  -0.644  2.382  0.090
N  -1.361  1.968  1.054
O  -1.470  4.858  -0.401
O  0.536  4.111  -1.339
O  -1.510  3.117  -2.062
O  0.313  1.542  -0.260
S  0.466  3.170  -4.417
S  -0.791  3.788  -1.021
H  -0.536  -2.220  3.132
H  1.207  -2.462  1.971
H  -2.090  -0.018  3.048
H  1.863  -0.798  0.007
H  -0.018  2.252  -5.294
H  -0.478  3.228  -3.446

Results
- Relative energy (zero: lowest compared OMol25 entry of this formula, charge and spin): 0.0 kJ/mol
- Highest occupied orbital energy: -5.7 eV
- Total charge: -1

(8)
The following is a DFT calculation (wB97M-V/def2-TZVPD) of a molecular structure, C7H6O.

Positions of all 14 atoms, in Å:
C  -1.992  0.244  -0.284
C  -2.504  -0.947  -0.089
C  -1.379  1.491  0.177
C  1.519  -0.530  -0.074
C  -1.020  -1.153  -0.310
C  0.108  -0.712  0.630
C  0.075  0.723  0.297
O  1.175  0.790  -0.563
H  -1.246  2.472  -0.436
H  -1.799  1.768  1.138
H  2.300  -0.614  0.800
H  1.672  -1.309  -0.755
H  -0.579  -1.478  -1.324
H  0.176  -0.924  1.603

Results
- Relative energy (zero: lowest compared OMol25 entry of this formula, charge and spin): 721.6 kJ/mol
- Highest occupied orbital energy (alpha / beta): -7.8 / -7.5 eV

(9)
The following is a DFT calculation (wB97M-V/def2-TZVPD) of a molecular structure, C7H6O.

Positions of all 14 atoms, in Å:
C  1.984  -0.407  1.327
C  0.968  -0.241  0.133
C  1.693  -1.483  0.054
C  0.205  -1.320  1.046
C  0.945  -0.980  2.186
C  -0.517  0.081  -0.078
C  -1.015  0.191  -1.489
O  -1.058  -1.173  0.558
H  2.905  0.043  1.435
H  0.524  -0.991  3.224
H  -0.726  0.869  0.590
H  -1.219  1.203  -1.933
H  -1.917  -0.394  -1.493
H  -0.338  -0.341  -2.264

Results
- Relative energy (zero: lowest compared OMol25 entry of this formula, charge and spin): 698.9 kJ/mol
- Highest occupied orbital energy: -8.8 eV

(10)
The following is a DFT calculation (wB97M-V/def2-TZVPD) of C7H6O in the gas phase.

Positions of all 14 atoms, in Å:
C  1.838  0.119  0.141
C  1.094  1.300  -0.111
C  -0.369  0.761  -0.115
C  -1.605  1.200  0.141
O  -2.321  0.086  -0.006
C  -1.632  -1.004  -0.087
C  -0.335  -0.631  -0.157
C  0.976  -1.154  0.116
H  2.996  0.056  -0.141
H  1.613  2.303  -0.502
H  -2.136  2.261  0.480
H  -2.502  -1.881  -0.204
H  1.016  -1.501  1.177
H  1.366  -1.913  -0.731

Results
- Relative energy (zero: lowest compared OMol25 entry of this formula, charge and spin): 275.3 kJ/mol
- SMILES: C1=Cc2cocc2C1
- Highest occupied orbital energy: -8.3 eV

(11)
The following is a DFT calculation (wB97M-V/def2-TZVPD) of C7H6O4 in the gas phase.

Positions of all 17 atoms, in Å:
C  -1.208  1.190  -0.206
C  -0.306  1.040  -1.181
C  2.297  -0.947  -0.628
C  -1.403  0.408  1.049
C  -0.651  -0.800  1.489
C  0.353  -0.175  -1.607
C  0.378  -1.304  0.502
O  1.704  -0.012  -1.476
O  1.642  -0.964  0.633
O  -0.484  0.427  2.150
O  -0.023  -1.498  -0.707
H  -1.688  2.085  0.001
H  0.009  1.852  -1.744
H  2.194  -1.895  -1.212
H  3.262  -0.460  -0.450
H  -2.509  0.531  1.305
H  -1.022  -1.702  2.053

Results
- Relative energy (zero: lowest compared OMol25 entry of this formula, charge and spin): 740.9 kJ/mol
- Highest occupied orbital energy (alpha / beta): -7.6 / -6.9 eV

(12)
The following is a DFT calculation (wB97M-V/def2-TZVPD) of C7H6P2 in the gas phase.

Positions of all 15 atoms, in Å:
C  -0.538  1.139  0.709
C  0.002  0.589  1.891
C  -0.371  0.461  -0.466
C  0.686  -0.568  1.754
C  0.262  -0.785  -0.597
C  0.839  -1.298  0.565
C  0.545  -1.475  -1.894
P  1.787  -2.825  0.444
P  1.645  -2.984  -1.600
H  -1.163  2.097  0.570
H  -0.029  1.018  2.797
H  -0.855  0.969  -1.375
H  1.144  -0.861  2.723
H  -0.240  -1.838  -2.420
H  1.228  -0.905  -2.695

Results
- Relative energy (zero: lowest compared OMol25 entry of this formula, charge and spin): 0.0 kJ/mol
- Highest occupied orbital energy: -8.5 eV

So what do the calculations give for max |F|? Going down the list: 10.195; 5.587; 5.522; 3.285; 6.206; 4.161; 3.310; 3.998; 3.644; 5.709; 3.044; 4.675 eV/Å.